[1]
DFT (ωB97M-V/def2-TZVPD) results for one molecule with the formula C4H3FN2O.

```
! RIJCOSX wB97M-V def2-TZVPD def2/J DEFGRID3
* xyz 0 1
C 0.62959 0.96627 0.85508
C 1.18195 0.37094 -0.20296
C 0.16919 -0.53701 -0.77694
C -0.78741 0.49998 1.06612
H 2.19274 0.44277 -0.61099
H -0.45484 -1.82837 -2.07431
H -1.85494 -0.91301 -0.09776
N 0.34279 -1.27070 -1.78722
N -0.97794 -0.40497 0.02552
O -1.58719 0.83509 1.91207
F 1.14605 1.83901 1.69139
*
```

As for the LUMO energy: -0.41 eV. As for the HOMO energy: -10.3420 eV. Its SMILES is [H]/N=C1/C=C(F)C(=O)N1. Its HOMO-LUMO gap is 9.9 eV. Its relative energy (zero: lowest compared OMol25 entry of this formula, charge and spin) is 17.8 kcal per mole.

---

[2]
DFT (ωB97M-V/def2-TZVPD) results for an isolated ion of composition C4H3FNS and charge -1.

```
! RIJCOSX wB97M-V def2-TZVPD def2/J DEFGRID3
* xyz -1 1
C -1.21686 0.32159 -0.07793
C -0.01437 0.86414 -0.43923
C -1.13536 -1.02425 0.18370
C 2.28315 0.78083 0.01290
N 1.11088 0.39243 0.13580
F -2.08509 -1.79413 0.68176
S 3.49867 -0.25937 0.41147
H -2.16114 0.84522 -0.14881
H 0.10639 1.58415 -1.22502
H -0.38626 -1.71060 0.46537
*
```

As for the LUMO energy (alpha / beta): 3.94 / 3.82 eV. As for the HOMO energy (alpha / beta): -2.4407 / -2.0678 eV. Its HOMO-LUMO gap (alpha / beta) is 6.4 / 5.9 eV. Its relative energy (zero: lowest compared OMol25 entry of this formula, charge and spin) is 77.6 kcal per mole.

---

[3]
DFT (ωB97M-V/def2-TZVPD) results for one molecule with the formula C4H3FO2.

```
! RIJCOSX wB97M-V def2-TZVPD def2/J DEFGRID3
* xyz 0 1
C 0.48079 -0.91279 -0.02593
C -0.83847 -0.81881 0.02769
C -1.29783 0.69244 -0.00363
C 1.03673 0.51687 -0.04306
O -2.37044 1.16761 -0.02406
O -0.08263 1.37108 0.07373
F -1.63855 -1.80299 0.00585
H 1.21661 -1.66656 0.03743
H 1.79668 0.82345 0.83840
H 1.69710 0.62970 -0.88643
*
```

As for the LUMO energy: 0.74 eV. As for the HOMO energy: -10.3080 eV. Its SMILES is O=C1OCC=C1F. Its HOMO-LUMO gap is 11.0 eV. Its relative energy (zero: lowest compared OMol25 entry of this formula, charge and spin) is 0.0 kcal per mole.

---

[4]
DFT (ωB97M-V/def2-TZVPD) results for C4H3FO5Pt as an isolated structure.

```
! RIJCOSX wB97M-V def2-TZVPD def2/J DEFGRID3
* xyz 1 4
C 0.38447 -0.92149 0.01597
C -1.06102 -0.86027 -0.44320
F 1.02474 -1.82382 -0.79159
H 0.50854 -1.24371 1.05717
H -1.11462 -0.50660 -1.48078
H -1.48809 -1.86652 -0.36788
O -1.78611 0.00969 0.42777
C -2.59121 0.91017 -0.08956
O -3.29037 1.66599 0.49575
O 0.99131 0.32175 -0.13093
Pt 1.22176 1.83446 -1.15580
O 2.42084 1.88828 0.36767
O 2.66039 -0.11892 1.38368
C 2.11937 0.71098 0.71173
*
```

As for the LUMO energy (alpha / beta): -7.42 / -9.31 eV. As for the HOMO energy (alpha / beta): -12.9497 / -16.1054 eV. Its HOMO-LUMO gap (alpha / beta) is 5.5 / 6.8 eV. Its relative energy (zero: lowest compared OMol25 entry of this formula, charge and spin) is 0.0 kcal per mole. Its expectation value of S² is 3.76.

---

[5]
DFT (ωB97M-V/def2-TZVPD) results for C4H3HgO2 as an isolated structure.

```
! RIJCOSX wB97M-V def2-TZVPD def2/J DEFGRID3
* xyz 2 2
H 0.45374 -1.19154 -1.01772
O -2.16252 -0.55687 1.25696
C -1.20771 0.10359 0.88145
C -0.52688 1.22283 0.67319
C 0.52268 1.26069 -0.27743
C 1.17496 0.59159 -1.08319
O 1.26066 -0.62478 -1.50508
Hg 3.27078 -2.01218 -2.67236
H -2.23779 -0.72049 2.22538
H -0.54792 1.92716 1.51880
*
```

As for the LUMO energy (alpha / beta): -10.49 / -12.11 eV. As for the HOMO energy (alpha / beta): -17.4131 / -17.4027 eV. Its HOMO-LUMO gap (alpha / beta) is 6.9 / 5.3 eV. Its relative energy (zero: lowest compared OMol25 entry of this formula, charge and spin) is 42.2 kcal per mole. Its expectation value of S² is 0.75.

---

[6]
DFT (ωB97M-V/def2-TZVPD) results for C4H3HgO2 as an isolated structure.

```
! RIJCOSX wB97M-V def2-TZVPD def2/J DEFGRID3
* xyz 3 1
H -0.52926 0.72171 0.93925
O 0.28337 2.67189 1.09987
C 0.11415 1.63061 0.44354
C 0.85485 1.16994 -0.71219
C 0.65434 -0.11563 -1.06862
C 0.13739 -1.25687 -0.81928
O -0.52841 -1.88236 -0.03159
Hg -1.70907 -3.32335 0.24064
H 1.18627 2.83969 1.44238
H 1.78440 1.69427 -0.96658
*
```

As for the LUMO energy (alpha / beta): -17.57 / -17.57 eV. As for the HOMO energy (alpha / beta): -23.9842 / -23.9848 eV. Its HOMO-LUMO gap (alpha / beta) is 6.4 / 6.4 eV. Its relative energy (zero: lowest compared OMol25 entry of this formula, charge and spin) is 0.1 kcal per mole.

---

Going through the records in order, we get max |F| values of 1.1; 4.4; 3.6; 7.7; 5.1; 4.9 eV/A.
Going through the records in order, we get calculated total energy values of -438.8392; -706.9201; -404.5258; -749.0516; -457.1223; -456.4917 a.u..